[1]
{"formula": "C23H42N2O10P2S", "method": "ωB97M-V/def2-TZVPD", "energy_ha": -2844.49890, "spin_multiplicity": 1, "lumo_ev": -0.34, "homo_energy_ev": -8.833, "species": ["C", "C", "O", "O", "C", "C", "C", "C", "C", "C", "C", "C", "N", "S", "N", "C", "H", "H", "H", "H", "H", "H", "H", "H", "H", "H", "H", "H", "O", "P", "O", "C", "C", "O", "C", "C", "O", "C", "C", "H", "H", "H", "H", "H", "H", "H", "H", "H", "H", "H", "H", "H", "H", "H", "O", "P", "O", "C", "C", "O", "C", "C", "O", "C", "C", "H", "H", "H", "H", "H", "H", "H", "H", "H", "H", "H", "H", "H", "H", "H"], "coordinates": [[6.190, 1.102, -2.254], [5.503, 2.392, -2.631], [5.881, 2.985, -3.602], [4.512, 2.849, -1.842], [3.406, 3.386, -2.606], [2.260, 3.765, -1.689], [0.910, 3.678, -2.428], [0.613, 2.220, -2.791], [0.869, 1.186, -1.947], [0.612, -0.179, -2.328], [0.104, -0.493, -3.546], [-0.169, 0.580, -4.433], [-0.646, 0.518, -5.688], [-0.752, 1.994, -6.272], [-0.209, 2.872, -5.015], [0.068, 1.956, -4.097], [5.799, 0.682, -1.325], [6.062, 0.376, -3.056], [7.259, 1.273, -2.130], [3.143, 2.638, -3.361], [3.744, 4.266, -3.157], [2.388, 4.805, -1.370], [2.284, 3.179, -0.768], [1.048, 4.233, -3.359], [0.093, 4.125, -1.862], [1.295, 1.358, -0.967], [0.860, -0.946, -1.603], [-0.078, -1.509, -3.870], [2.472, -2.753, 0.840], [2.567, -3.228, 2.244], [1.481, -4.445, 2.357], [1.569, -5.553, 1.470], [2.694, -6.499, 1.851], [1.778, -2.064, 3.060], [1.408, -0.841, 2.427], [0.012, -0.926, 1.843], [3.373, -3.597, 3.629], [4.735, -4.050, 3.605], [5.576, -3.392, 2.531], [1.688, -5.209, 0.439], [0.616, -6.078, 1.533], [3.669, -6.032, 1.678], [2.652, -7.411, 1.256], [2.633, -6.764, 2.907], [2.139, -0.561, 1.669], [1.436, -0.065, 3.194], [-0.116, -1.814, 1.224], [-0.205, -0.044, 1.237], [-0.730, -0.989, 2.639], [4.755, -5.138, 3.499], [5.155, -3.823, 4.585], [5.200, -3.631, 1.529], [6.608, -3.738, 2.591], [5.563, -2.306, 2.641], [-5.817, 1.608, -0.575], [-5.000, 1.221, 0.602], [-4.204, 2.583, 1.036], [-4.940, 3.764, 1.330], [-5.603, 3.695, 2.694], [-3.783, 0.385, -0.076], [-3.818, -0.008, -1.447], [-3.157, 1.030, -2.329], [-4.718, 0.413, 2.007], [-5.786, 0.069, 2.902], [-7.073, -0.306, 2.197], [-5.681, 3.957, 0.550], [-4.225, 4.587, 1.314], [-6.411, 2.956, 2.696], [-6.034, 4.660, 2.964], [-4.882, 3.405, 3.459], [-4.839, -0.211, -1.768], [-3.271, -0.950, -1.520], [-3.539, 2.032, -2.135], [-3.312, 0.794, -3.384], [-2.082, 1.058, -2.135], [-5.954, 0.892, 3.602], [-5.436, -0.778, 3.492], [-7.472, 0.537, 1.621], [-7.831, -0.602, 2.921], [-6.908, -1.132, 1.503]]}



[2]
{"formula": "C19H34BFN2O9", "method": "ωB97M-V/def2-TZVPD", "energy_ha": -1655.87761, "spin_multiplicity": 1, "smiles": "[H]/N=C(\\C)CB(F)NCCCC.C[C@@H]1COC(=O)O1.C[C@@H]1COC(=O)O1.C[C@@H]1COC(=O)O1", "lumo_ev": 0.49, "homo_energy_ev": -9.162, "species": ["H", "N", "C", "C", "C", "B", "F", "N", "C", "C", "C", "C", "H", "H", "H", "H", "H", "H", "H", "H", "H", "H", "H", "H", "H", "H", "H", "C", "C", "C", "O", "C", "O", "O", "H", "H", "H", "H", "H", "H", "C", "C", "C", "O", "C", "O", "O", "H", "H", "H", "H", "H", "H", "C", "C", "C", "O", "C", "O", "O", "H", "H", "H", "H", "H", "H"], "coordinates": [[-7.180, -1.022, -2.221], [-6.226, -0.673, -2.298], [-5.597, -1.393, -3.119], [-6.239, -2.581, -3.819], [-4.152, -1.167, -3.478], [-3.485, 0.204, -3.031], [-4.040, 1.062, -2.225], [-2.156, 0.557, -3.560], [-1.108, -0.284, -2.924], [0.016, -0.687, -3.880], [0.246, -2.195, -3.978], [0.455, -2.848, -2.609], [-7.263, -2.731, -3.507], [-5.622, -3.449, -3.599], [-6.162, -2.396, -4.886], [-3.580, -2.029, -3.139], [-4.099, -1.192, -4.569], [-2.210, 0.312, -4.547], [-1.528, -1.170, -2.444], [-0.668, 0.318, -2.137], [0.944, -0.267, -3.499], [-0.115, -0.300, -4.889], [-0.610, -2.686, -4.448], [1.100, -2.423, -4.608], [1.152, -2.293, -1.991], [-0.521, -2.931, -2.145], [0.857, -3.850, -2.711], [5.997, -0.032, -0.521], [4.643, -0.614, -0.844], [3.704, -0.703, 0.336], [2.891, -1.832, -0.013], [3.630, -2.633, -0.816], [3.333, -3.746, -1.113], [4.751, -1.996, -1.239], [6.607, 0.044, -1.421], [5.897, 0.962, -0.084], [6.534, -0.677, 0.176], [4.181, -0.067, -1.671], [3.085, 0.187, 0.461], [4.221, -0.928, 1.274], [-2.664, 1.954, 2.918], [-1.651, 2.220, 1.832], [-1.901, 1.467, 0.547], [-0.570, 1.315, 0.029], [0.275, 1.316, 1.080], [1.424, 0.993, 1.018], [-0.347, 1.723, 2.204], [-2.447, 2.554, 3.801], [-3.670, 2.192, 2.574], [-2.630, 0.908, 3.226], [-1.561, 3.294, 1.652], [-2.529, 2.010, -0.155], [-2.325, 0.474, 0.713], [2.562, 0.583, 5.161], [2.184, 2.043, 5.194], [3.032, 2.885, 6.117], [2.122, 3.923, 6.500], [0.865, 3.411, 6.419], [-0.106, 3.929, 6.865], [0.874, 2.225, 5.758], [1.941, 0.043, 4.447], [3.607, 0.458, 4.876], [2.401, 0.123, 6.137], [2.175, 2.454, 4.180], [3.909, 3.302, 5.628], [3.344, 2.346, 7.015]]}



[3]
{"formula": "C43H58BN9O4S", "method": "ωB97M-V/def2-TZVPD", "energy_ha": -2889.80696, "spin_multiplicity": 1, "smiles": "[H]/N=C(\\C)Cc1c(O)c(C=C)c(CN)c2c1Nc1cc(B(O)CC)c(COCC)c(CCCNCc3ccccc3O)c1S2.CC#N.CC#N.CC#N.CC#N.CC#N", "lumo_ev": 0.11, "homo_energy_ev": -7.347, "species": ["H", "N", "C", "C", "C", "C", "C", "O", "C", "C", "C", "C", "C", "N", "C", "C", "N", "C", "C", "C", "B", "O", "C", "C", "C", "C", "O", "C", "C", "C", "C", "C", "C", "N", "C", "C", "C", "C", "C", "C", "C", "O", "C", "S", "H", "H", "H", "H", "H", "H", "H", "H", "H", "H", "H", "H", "H", "H", "H", "H", "H", "H", "H", "H", "H", "H", "H", "H", "H", "H", "H", "H", "H", "H", "H", "H", "H", "H", "H", "H", "H", "H", "H", "H", "H", "H", "C", "C", "N", "H", "H", "H", "C", "C", "N", "H", "H", "H", "C", "C", "N", "H", "H", "H", "C", "C", "N", "H", "H", "H", "C", "C", "N", "H", "H", "H"], "coordinates": [[-6.123, -0.978, 3.447], [-6.180, -0.893, 2.419], [-5.258, -0.096, 2.014], [-4.340, 0.551, 3.140], [-5.122, 0.226, 0.493], [-4.076, -0.634, -0.284], [-3.872, -2.076, -0.034], [-4.637, -2.793, 0.911], [-2.889, -2.891, -0.774], [-2.769, -4.395, -0.482], [-1.653, -5.025, 0.065], [-2.058, -2.260, -1.793], [-1.011, -3.059, -2.634], [-1.563, -3.204, -4.029], [-2.257, -0.843, -2.043], [-3.243, -0.001, -1.337], [-3.362, 1.379, -1.713], [-2.108, 2.079, -1.794], [-2.012, 3.377, -1.125], [-0.751, 4.149, -1.219], [-0.752, 5.559, -0.430], [-0.798, 6.834, -1.052], [-0.665, 5.559, 1.188], [-2.121, 5.569, 1.846], [0.410, 3.647, -1.980], [1.731, 4.463, -2.118], [2.201, 4.648, -3.466], [1.171, 5.016, -4.391], [0.351, 6.308, -3.975], [0.321, 2.320, -2.634], [1.486, 1.657, -3.418], [1.979, 0.408, -2.523], [3.544, 0.261, -2.489], [4.057, -0.179, -1.154], [3.517, -1.501, -0.748], [2.784, -1.489, 0.644], [3.522, -1.575, 1.916], [2.823, -1.575, 3.210], [1.365, -1.450, 3.322], [0.626, -1.369, 2.064], [1.313, -1.405, 0.790], [0.562, -1.365, -0.400], [-0.936, 1.580, -2.538], [-1.204, -0.058, -3.318], [-5.032, 0.972, 3.920], [-3.756, 1.370, 2.641], [-3.684, -0.249, 3.572], [-6.141, 0.059, 0.034], [-4.945, 1.335, 0.417], [-4.161, -2.626, 1.748], [-3.636, -5.055, -0.774], [-1.294, -4.884, 1.114], [-1.097, -5.739, -0.607], [-0.886, -4.115, -2.270], [-0.032, -2.531, -2.751], [-2.309, -2.532, -4.197], [-1.913, -4.154, -4.170], [-4.055, 1.886, -1.169], [-2.899, 3.764, -0.558], [-1.679, 6.897, -1.468], [-0.122, 6.496, 1.515], [-0.061, 4.692, 1.560], [-2.284, 6.459, 2.514], [-2.897, 5.567, 1.028], [-2.206, 4.631, 2.464], [2.533, 3.868, -1.590], [1.711, 5.468, -1.621], [1.704, 5.293, -5.347], [0.497, 4.156, -4.678], [0.944, 7.040, -3.380], [-0.557, 5.932, -3.427], [-0.057, 6.744, -4.933], [2.387, 2.304, -3.546], [1.192, 1.328, -4.457], [1.454, -0.522, -2.844], [1.670, 0.670, -1.471], [4.095, 1.207, -2.743], [3.902, -0.519, -3.236], [5.076, -0.285, -1.197], [2.877, -1.987, -1.537], [4.417, -2.186, -0.599], [4.630, -1.674, 1.845], [3.459, -1.669, 4.122], [0.869, -1.456, 4.344], [-0.490, -1.277, 2.040], [0.876, -2.154, -0.884], [0.561, 0.231, 7.339], [-0.183, -0.831, 6.667], [-0.770, -1.668, 6.138], [1.043, 0.897, 6.621], [-0.089, 0.842, 7.963], [1.343, -0.172, 7.983], [7.328, -2.151, -3.500], [7.169, -2.267, -2.053], [7.043, -2.358, -0.915], [6.382, -2.313, -4.019], [7.691, -1.162, -3.784], [8.040, -2.883, -3.883], [-0.468, -7.076, -5.460], [-1.705, -6.309, -5.560], [-2.678, -5.703, -5.638], [-0.363, -7.539, -4.477], [-0.432, -7.875, -6.202], [0.407, -6.444, -5.618], [0.856, -6.260, 3.002], [1.503, -5.606, 1.868], [2.010, -5.091, 0.975], [0.384, -7.197, 2.705], [1.573, -6.491, 3.791], [0.082, -5.627, 3.438], [0.331, 4.354, 8.476], [1.094, 3.162, 8.839], [1.693, 2.225, 9.124], [-0.711, 4.112, 8.265], [0.339, 5.092, 9.279], [0.742, 4.834, 7.587]]}



[4]
{"formula": "C10H14NS", "method": "ωB97M-V/def2-TZVPD", "energy_ha": -842.13617, "spin_multiplicity": 1, "total_charge": 1, "lumo_ev": -4.55, "homo_energy_ev": -12.699, "species": ["C", "C", "C", "C", "C", "C", "C", "C", "C", "C", "N", "S", "H", "H", "H", "H", "H", "H", "H", "H", "H", "H", "H", "H", "H", "H"], "coordinates": [[-1.285, 0.919, -2.723], [-0.025, 0.255, -2.861], [-1.618, 1.396, -1.481], [0.802, 0.117, -1.800], [-0.794, 1.174, -0.348], [0.485, 0.530, -0.492], [-1.291, 1.557, 1.039], [-0.708, 0.525, 1.984], [1.275, 0.199, 0.670], [2.668, -0.350, 0.555], [0.749, 0.361, 1.854], [-0.834, -2.581, 0.031], [-1.851, 1.263, -3.584], [0.402, 0.016, -3.786], [-2.475, 1.969, -1.329], [1.799, -0.288, -2.161], [-0.907, 2.574, 1.352], [-2.313, 1.460, 1.066], [-1.028, 0.809, 2.977], [-1.209, -0.529, 1.653], [3.388, 0.300, -0.038], [2.703, -1.240, -0.007], [3.170, -0.628, 1.490], [1.380, 0.214, 2.688], [-1.114, -3.327, 1.125], [-2.051, -2.914, -0.392]]}



[5]
{"formula": "C8H18F3O4P", "method": "ωB97M-V/def2-TZVPD", "energy_ha": -1257.12976, "spin_multiplicity": 1, "lumo_ev": -1.36, "homo_energy_ev": -4.418, "species": ["C", "O", "C", "C", "C", "P", "O", "C", "C", "O", "C", "C", "F", "F", "F", "H", "H", "H", "H", "H", "H", "H", "H", "H", "H", "H", "H", "H", "H", "H", "H", "H", "O", "H"], "coordinates": [[4.000, 0.192, 0.641], [4.014, -1.272, 0.502], [2.709, -1.810, 0.087], [2.102, -1.172, -1.297], [0.660, -0.395, -1.120], [0.762, 1.268, -0.182], [0.499, 1.157, 1.537], [-0.594, 2.427, -0.958], [-2.110, 2.094, -0.429], [-2.199, 0.757, 0.177], [-3.031, -0.165, -0.610], [-3.918, -1.038, 0.507], [-3.153, -0.995, 1.774], [-4.241, -2.411, 0.034], [-5.169, -0.231, 0.740], [3.857, 0.786, -0.357], [3.228, 0.612, 1.413], [5.079, 0.493, 1.053], [2.886, -2.970, -0.134], [1.893, -1.797, 0.957], [1.892, -2.073, -2.052], [2.924, -0.509, -1.843], [0.296, -0.132, -2.226], [-0.177, -1.137, -0.703], [2.020, 1.979, -0.390], [1.125, 0.513, 1.984], [-0.349, 3.557, -0.727], [-0.613, 2.277, -2.139], [-2.361, 2.879, 0.434], [-2.863, 2.300, -1.301], [-2.406, -0.897, -1.297], [-3.824, 0.344, -1.303], [-1.298, -2.608, 3.940], [-1.640, -2.024, 3.287]]}



[6]
{"formula": "C3H7O", "method": "ωB97M-V/def2-TZVPD", "energy_ha": -193.67444, "spin_multiplicity": 1, "total_charge": -1, "lumo_ev": 4.94, "homo_energy_ev": -1.119, "species": ["O", "H", "C", "C", "C", "H", "H", "H", "H", "H", "H"], "coordinates": [[-1.376, -0.618, -1.690], [-1.509, 0.154, -1.139], [1.193, 0.927, -0.239], [0.652, -0.130, 0.509], [-0.604, -0.354, 1.043], [2.138, 0.811, -0.766], [-0.679, -1.038, -1.165], [1.015, 1.947, 0.023], [1.414, -0.830, 0.884], [-0.836, -1.191, 1.678], [-1.406, 0.322, 0.862]]}